The ion C4H9NO with charge +1 in a non-equilibrium geometry, computed with ωB97M-V with the def2-TZVPD basis set.

Properties
E_LUMO (alpha / beta) = -3.5 / -8.7 eV
net charge = +1
calculated total energy = -7820.5966 eV
<S²> = 0.755
E_HOMO (alpha / beta) = -14.776 / -14.761 eV
HOMO-LUMO gap (alpha / beta) = 0.4141 / 0.2228 hartree
multiplicity = 2

Structure (XYZ):
```
15
Properties=species:S:1:pos:R:3:forces:R:3
C 0.6514 0.4905 1.6768 -0.862 -1.988 -1.580
C 1.2203 0.8758 0.2630 2.629 -1.287 0.204
N 0.3156 0.4914 -0.8772 -2.011 -0.001 3.912
C -0.7467 -0.5945 -0.5420 0.830 1.165 0.712
C -1.2989 -1.3405 -1.7375 -2.010 0.037 0.537
O -0.8384 -1.3753 -2.8272 0.753 0.318 -0.347
H 1.0603 0.7634 2.6231 1.268 0.914 -0.023
H -0.2564 1.0019 1.5357 -1.720 0.483 0.960
H 0.4411 -0.5956 1.8164 0.207 0.779 -0.406
H 1.4664 1.9339 0.3044 -0.452 0.198 -0.770
H 2.2826 0.4014 0.1298 -1.808 0.305 -0.197
H -0.2029 1.3141 -1.2430 0.950 -0.527 -0.800
H -1.4838 -0.1225 0.2467 0.869 -0.342 -1.999
H -0.3540 -1.3684 0.1098 0.737 -0.160 -0.136
H -2.2566 -1.8755 -1.4786 0.619 0.107 -0.066
```
Forces are in eV/Å.


An isolated molecule of C4H9NO2 in a non-equilibrium geometry, computed with ωB97M-V with the def2-TZVPD basis set.

Properties
E_LUMO = 0.6 eV
SMILES string = CC[C@@H](N)C(=O)O
calculated total energy = -9876.5287 eV
E_HOMO = -9.369 eV
HOMO-LUMO gap = 0.3667 hartree
multiplicity = 1

Structure (XYZ):
```
16
Properties=species:S:1:pos:R:3:forces:R:3
C 1.4373 0.1598 -1.7668 1.154 3.133 3.359
C -0.0516 -0.0456 -0.9752 1.539 -2.788 -4.962
C -0.0723 -0.0865 0.4713 0.284 -0.593 2.696
N -0.0793 1.3188 1.0755 -0.029 -2.403 -1.219
C -1.2043 -0.8818 1.1263 -2.118 1.262 -1.832
O -2.3148 -1.0240 0.5973 2.408 -0.378 1.908
O -0.8346 -1.1494 2.3981 -0.744 -0.356 -0.068
H 1.6477 1.3055 -1.9758 -0.590 -1.799 1.018
H 1.8098 -0.1485 -2.7205 -1.269 -1.404 -0.859
H 2.3209 -0.1576 -1.0731 -1.692 0.543 -0.833
H -0.4421 -1.0119 -1.5000 0.249 1.680 1.287
H -0.6930 0.7603 -1.1887 -0.898 0.869 -1.285
H 0.7729 -0.6126 0.8141 1.586 -0.460 0.593
H 0.3078 1.7468 0.1299 -2.389 0.836 3.222
H -1.0292 1.3047 1.6447 2.412 1.821 -2.505
H -1.5750 -1.4780 2.9428 0.098 0.036 -0.520
```
Forces are in eV/Å.


An isolated molecule of C4H9NO2, computed with ωB97M-V with the def2-TZVPD basis set.

Properties
E_LUMO = 0.8 eV
SMILES string = C[C@@H](O)CNC=O
calculated total energy = -9879.2382 eV
E_HOMO = -9.997 eV
HOMO-LUMO gap = 0.3980 hartree
multiplicity = 1

Structure (XYZ):
```
16
Properties=species:S:1:pos:R:3:forces:R:3
C -2.1473 -0.7028 -0.0638 -0.007 -0.010 -0.012
C -0.7664 -0.3409 -0.5819 -0.027 -0.296 0.160
O -0.8487 0.9501 -1.1460 0.241 0.149 -0.100
C 0.2781 -0.3656 0.5375 -0.056 0.037 0.098
N 1.5864 0.0462 0.0604 0.210 -0.010 0.018
C 2.2747 1.1340 0.5164 -0.013 -0.036 -0.001
O 3.4245 1.3921 0.2356 -0.340 -0.082 0.049
H -2.1581 -1.7145 0.3535 0.016 0.124 -0.038
H -2.8755 -0.6566 -0.8771 0.095 -0.011 0.087
H -2.4607 0.0057 0.7118 0.082 -0.106 -0.114
H -0.4542 -1.0692 -1.3533 -0.100 0.119 0.123
H 0.0499 1.2024 -1.4032 -0.182 0.045 -0.007
H -0.0265 0.3326 1.3282 0.016 -0.119 -0.151
H 0.3338 -1.3708 0.9771 -0.018 0.180 -0.060
H 2.1413 -0.6169 -0.4632 -0.030 0.037 -0.006
H 1.6487 1.7741 1.1679 0.115 -0.021 -0.047
```
Forces are in eV/Å.


A cluster of 2 separate species, C4H9NO2 in total, computed with ωB97M-V with the def2-TZVPD basis set.

Properties
E_LUMO = 1.0 eV
SMILES string = [H]/N=C\C.COC=O
calculated total energy = -9878.3105 eV
E_HOMO = -10.024 eV
HOMO-LUMO gap = 0.4067 hartree
multiplicity = 1

Structure (XYZ):
```
16
Properties=species:S:1:pos:R:3:forces:R:3
H -1.1051 1.9111 -0.7637 0.024 -0.089 0.011
N -0.6568 1.0220 -0.5217 -0.336 -0.029 0.253
C -1.2815 0.4505 0.4266 0.120 0.046 -0.092
C -2.4919 0.9385 1.1652 -0.034 0.097 -0.008
H -0.8762 -0.5038 0.7712 -0.083 0.131 -0.017
H -2.8662 1.8908 0.7757 0.080 -0.133 0.034
H -3.2936 0.1923 1.1216 0.127 0.097 -0.005
H -2.2285 1.0618 2.2221 -0.088 0.003 -0.111
C 2.5064 -0.0838 -0.7643 0.130 0.206 0.064
O 1.8654 -1.2083 -1.3853 -0.118 -0.080 0.040
C 1.0462 -1.8836 -0.5902 -0.060 -0.063 0.339
O 0.9197 -1.7197 0.5997 0.090 -0.119 -0.519
H 3.2254 0.2893 -1.4933 -0.103 -0.063 0.096
H 1.7386 0.6634 -0.5484 0.187 -0.074 0.006
H 3.0091 -0.3885 0.1563 -0.049 0.037 -0.139
H 0.4890 -2.6320 -1.1718 0.114 0.033 0.046
```
Forces are in eV/Å.


An isolated molecule of C4H9NO2, computed with ωB97M-V with the def2-TZVPD basis set.

Properties
E_LUMO = 0.8 eV
SMILES string = C[C@@H](CO)NC=O
calculated total energy = -9878.9558 eV
E_HOMO = -9.897 eV
HOMO-LUMO gap = 0.3923 hartree
multiplicity = 1

Structure (XYZ):
```
16
Properties=species:S:1:pos:R:3:forces:R:3
C 1.3808 -0.3225 -1.2899 0.019 -0.154 0.202
C 0.5417 0.2610 -0.1499 -0.276 0.459 -0.571
C -0.8560 0.6815 -0.7110 0.677 0.101 -0.048
O -1.4172 1.8056 -0.0738 -0.174 -0.219 0.054
N 0.4124 -0.7426 0.9413 -0.605 0.206 0.625
C -0.6607 -0.7902 1.7975 -0.075 0.175 -0.053
O -1.7521 -0.2749 1.6121 0.429 -0.245 0.394
H 2.2943 -0.7458 -0.8698 0.105 -0.096 -0.192
H 1.6652 0.4150 -2.0563 -0.216 -0.070 0.466
H 0.8208 -1.1205 -1.7912 0.123 0.043 0.106
H 1.0209 1.1669 0.2572 -0.100 -0.269 -0.105
H -0.8124 0.9482 -1.7768 0.485 -0.149 0.271
H -1.4492 -0.2153 -0.6209 -0.596 -0.095 -0.176
H -1.9478 1.4679 0.6616 0.191 -0.031 0.018
H 1.2489 -1.1800 1.3245 -0.225 0.355 -0.404
H -0.4896 -1.3543 2.7455 0.238 -0.012 -0.588
```
Forces are in eV/Å.


An isolated molecule of C4H9NO2 in a non-equilibrium geometry, computed with ωB97M-V with the def2-TZVPD basis set.

Properties
E_LUMO = 1.0 eV
SMILES string = [H]/N=C(/C)OOCC
calculated total energy = -9874.6253 eV
E_HOMO = -9.729 eV
HOMO-LUMO gap = 0.3931 hartree
multiplicity = 1

Structure (XYZ):
```
16
Properties=species:S:1:pos:R:3:forces:R:3
H -1.4318 2.2365 0.9632 -0.043 0.174 -0.286
N -1.6310 1.9747 -0.0089 0.612 -1.409 -0.368
C -1.3429 0.7282 -0.1415 -2.228 4.631 3.163
C -1.6486 0.0471 -1.4406 0.279 -0.727 0.080
O -0.9306 0.1429 1.1791 -1.246 -0.414 -5.210
O -0.2678 -0.8952 0.3981 3.301 -1.590 3.842
C 1.0708 -0.9278 1.0988 -0.215 -0.615 -1.459
C 2.0518 -0.2558 0.1642 0.134 -0.019 -0.030
H -2.2757 0.6833 -2.0696 0.125 0.192 0.495
H -2.1833 -0.8904 -1.2693 0.271 -0.017 -0.057
H -0.7222 -0.1396 -1.9901 -0.154 -0.234 0.131
H 1.0940 -0.4559 2.0837 -0.763 0.077 -0.262
H 1.3270 -1.9762 1.2551 -0.145 -0.089 -0.180
H 3.0621 -0.3192 0.5809 -0.069 0.114 -0.108
H 1.7811 0.7927 0.0109 0.095 -0.073 0.106
H 2.0470 -0.7451 -0.8141 0.048 0.000 0.140
```
Forces are in eV/Å.